Molecular formula: C6H11NO
Method: DFT, ωB97M-V/def2-TZVPD

Summary:
- HOMO energy (Ha) = -0.301
- LUMO energy (eV) = 0.63
- SMILES string = C[C@@]12C[C@@]1(O)CCN2
- total energy (a.u.) = -364.90051
- Kohn-Sham gap (Ha) = 0.3239

```
! RIJCOSX wB97M-V def2-TZVPD def2/J DEFGRID3
* xyz 0 1
O 1.83 -0.90 -0.02
N -0.28 -0.61 -1.36
C 0.16 0.52 -0.65
C -1.15 1.09 0.10
C -0.25 -0.83 1.05
C 0.98 0.02 0.55
C 1.16 1.29 -0.30
C -0.79 -1.50 -0.41
H 2.03 1.59 -0.86
H 0.09 -1.41 2.08
H 2.92 -0.73 0.04
H -0.89 1.39 1.20
H -1.87 -1.38 -0.38
H 0.63 2.21 0.00
H -0.47 -2.51 -0.80
H -1.19 -0.25 1.50
H 0.75 -0.79 -1.44
H -1.43 2.23 -0.26
H -2.22 0.56 -0.02
*
```

***

Molecular formula: C4H5NdO6
Method: DFT, ωB97M-V/def2-TZVPD

Summary:
- HOMO energy (alpha / beta) (Ha) = -0.467 / -0.501
- LUMO energy (alpha / beta) (eV) = -5.80 / -5.55
- total energy (a.u.) = -1167.98383
- ⟨S²⟩ = 6.007
- Kohn-Sham gap (alpha / beta) (Ha) = 0.2542 / 0.2972

```
! RIJCOSX wB97M-V def2-TZVPD def2/J DEFGRID3
* xyz 1 5
Nd 1.21 -2.19 -0.74
O -0.12 -2.77 0.73
O -1.73 -1.30 1.45
O 0.54 -0.64 0.91
O -0.11 1.42 -1.30
O -1.48 0.22 -2.46
O 0.56 -0.60 -2.00
C 0.35 0.76 1.06
C -0.31 0.33 -2.08
C -0.45 -1.72 1.43
C 0.78 1.51 -0.19
H -0.72 0.96 1.21
H 1.80 1.24 -0.51
H -2.03 -0.94 0.51
H 0.89 1.15 1.93
H 0.82 2.58 0.05
*
```

***

Molecular formula: C6H2N4O5
Method: DFT, ωB97M-V/def2-TZVPD

Summary:
- HOMO energy (alpha / beta) (Ha) = -0.350 / -0.350
- LUMO energy (alpha / beta) (eV) = -2.55 / -2.55
- total energy (a.u.) = -824.81538
- Kohn-Sham gap (alpha / beta) (Ha) = 0.2561 / 0.2563

```
! RIJCOSX wB97M-V def2-TZVPD def2/J DEFGRID3
* xyz 0 1
O -2.37 -1.25 -0.37
O 2.60 -1.39 0.94
O 2.79 1.44 -1.42
O 1.36 1.95 1.95
O -1.67 -1.59 1.84
N 1.41 -0.42 -0.89
N 0.64 -0.17 1.30
N 0.72 1.48 -0.30
N -0.47 -0.28 0.44
C 0.94 1.25 1.09
C 1.70 -0.77 0.48
C -2.62 -0.32 -1.15
C -1.46 -1.10 0.77
C 0.04 0.25 -0.78
C 1.87 0.92 -0.95
H -3.04 -0.63 -1.99
H -2.43 0.63 -0.98
*
```

***

Molecular formula: C4H10N2O
Method: DFT, ωB97M-V/def2-TZVPD

Summary:
- HOMO energy (Ha) = -0.352
- LUMO energy (eV) = 0.86
- SMILES string = NCCCNC=O
- total energy (a.u.) = -343.09926
- Kohn-Sham gap (Ha) = 0.3833

```
! RIJCOSX wB97M-V def2-TZVPD def2/J DEFGRID3
* xyz 0 1
O -2.79 0.75 1.28
N 2.56 -0.17 0.34
N -1.50 -0.75 0.07
C -1.66 0.23 1.05
C -0.06 -0.82 -0.60
C 2.12 0.29 -1.03
C 0.68 0.44 -0.94
H -0.94 0.32 1.92
H 0.28 0.70 -1.92
H 0.31 1.13 -0.21
H 2.45 -0.42 -1.80
H -2.13 -0.84 -0.68
H 0.47 -1.50 0.04
H 2.07 0.35 1.17
H 3.59 0.04 0.48
H 2.54 1.29 -1.45
H -0.26 -1.48 -1.61
*
```

***

Max |F| / eV/Å: 10.47, 6.10, 4.49, 4.94
ΔE to the lowest compared entry with this formula, charge and spin / kcal/mol: 207.7, 22.1, 71.1, 64.1